Entry 1:
ORCA calculation (ωB97M-V/def2-TZVPD) on a 2-piece molecular cluster, C42H43Cl2N5O3 overall in a non-equilibrium geometry.

Element x y z (Å)
N 2.3219 3.2510 2.6799
C 2.3413 2.2505 3.2892
C 2.4763 1.0630 4.0617
C 3.6317 1.0389 4.8380
C 4.7006 1.9328 4.5645
N 5.5847 2.6730 4.3617
C 3.7843 0.2495 6.0629
O 4.8183 0.3180 6.7233
C 2.6036 -0.5662 6.4429
Cl 2.7310 -1.4189 7.9084
C 1.4824 -0.6026 5.6627
Cl 0.1531 -1.5918 6.0745
C 1.3167 0.2596 4.4581
O 0.2708 0.2630 3.7889
C -0.1972 6.7572 2.0172
O -0.3304 6.2395 0.6791
C -0.2916 4.8938 0.4998
C -0.3659 3.9644 1.5581
C -0.2120 2.6173 1.2966
C -0.0927 2.1406 -0.0283
C -0.0268 0.7255 -0.2962
N -0.6381 0.1708 -1.4109
C -1.6856 0.7242 -2.2216
C -1.6035 0.5981 -3.6180
C -0.5596 -0.2554 -4.3305
C 0.4622 0.6042 -5.0682
C -1.2117 -1.2794 -5.2602
C -2.5024 1.3227 -4.4029
C -3.5025 2.0925 -3.8180
C -3.6659 2.0918 -2.4351
C -2.7975 1.3646 -1.6220
C -3.1634 1.2010 -0.1463
C -4.2264 0.1194 0.0419
C -3.5897 2.5224 0.4932
N -0.3114 -1.1400 -1.5289
N 0.4343 -1.4276 -0.4386
C 0.8687 -2.7899 -0.2499
C 1.7706 -3.3406 -1.1808
C 2.3769 -2.4711 -2.2824
C 2.7608 -3.2475 -3.5443
C 3.5548 -1.6548 -1.7635
C 2.0971 -4.6876 -1.0593
C 1.5337 -5.4728 -0.0532
C 0.6031 -4.9283 0.8238
C 0.2156 -3.5908 0.7016
C -0.9855 -3.0803 1.5023
C -0.6957 -3.0301 2.9952
C -2.2379 -3.9091 1.1994
C 0.6483 -0.2916 0.3704
C 1.4329 -0.2078 1.5122
C -0.0554 3.0900 -1.0922
C -0.1594 4.4349 -0.8377
H -0.1453 7.8335 1.8678
H -1.0737 6.5008 2.6245
H 0.7180 6.3872 2.4983
H -0.4896 4.3095 2.5850
H -0.1967 1.8896 2.1133
H -0.0403 -0.8213 -3.5526
H 0.9411 1.3076 -4.3764
H 1.2395 -0.0302 -5.5097
H -0.0173 1.1789 -5.8713
H -1.9156 -1.8992 -4.6950
H -1.7542 -0.7894 -6.0773
H -0.4460 -1.9322 -5.6924
H -2.4095 1.2728 -5.4905
H -4.1793 2.6748 -4.4425
H -4.4893 2.6489 -1.9809
H -2.2607 0.8695 0.3769
H -3.8919 -0.8259 -0.4022
H -4.4128 -0.0431 1.1100
H -5.1663 0.4152 -0.4426
H -2.9329 3.3389 0.1741
H -4.6265 2.7767 0.2372
H -3.5148 2.4383 1.5844
H 1.5767 -1.7756 -2.5709
H 1.9226 -3.8594 -3.8970
H 3.0299 -2.5526 -4.3504
H 3.6264 -3.8966 -3.3604
H 3.2653 -1.0757 -0.8805
H 4.3778 -2.3255 -1.4830
H 3.9171 -0.9627 -2.5329
H 2.8021 -5.1407 -1.7569
H 1.8245 -6.5191 0.0375
H 0.1482 -5.5570 1.5926
H -1.1753 -2.0525 1.1726
H 0.0180 -2.2310 3.2151
H -1.6091 -2.8136 3.5621
H -0.2795 -3.9814 3.3521
H -2.4480 -3.8956 0.1233
H -2.1007 -4.9515 1.5130
H -3.1092 -3.4994 1.7235
H 1.8047 -1.1249 1.9493
H 1.6661 0.8007 1.7834
H 0.0715 2.7399 -2.1184
H -0.1323 5.1829 -1.6311

Orbital gap = 3.58 eV
Energy relative to the best compared isomer or geometry (same formula, charge and spin) = 14.4 kcal/mol
Total charge = 0

---

Entry 2:
ORCA calculation (ωB97M-V/def2-TZVPD) on C42H43ClCsF3NO4P2SSbTe as an isolated structure in a non-equilibrium geometry.

Element x y z (Å)
Cs -1.2011 -1.5554 -0.2979
C 0.7063 2.0552 1.6963
C 1.8777 1.3105 1.0472
P 2.0523 -0.3902 1.6993
C 3.6562 -0.9614 1.0268
C 3.9627 -2.3124 1.1807
C 5.1395 -2.8315 0.6593
C 6.0152 -2.0164 -0.0441
C 5.7059 -0.6747 -0.2281
C 4.5418 -0.1547 0.3154
C 2.4149 -0.0235 3.4631
C 3.5120 0.7377 3.8649
C 3.6978 1.0617 5.1998
C 2.7834 0.6269 6.1525
C 1.6922 -0.1355 5.7678
C 1.5136 -0.4608 4.4281
C -0.5609 1.2075 1.8712
P -2.0383 2.2715 2.1498
C -3.2347 1.0626 2.8579
C -3.0249 -0.3081 2.9824
C -3.9986 -1.1374 3.5258
C -5.2033 -0.6084 3.9613
C -5.4277 0.7566 3.8408
C -4.4573 1.5761 3.2874
C -1.3958 2.9403 3.7665
C -1.0922 2.1348 4.8647
C -0.5089 2.6639 6.0032
C -0.2236 4.0240 6.0720
C -0.5314 4.8406 4.9966
C -1.1150 4.2994 3.8554
H 0.4842 2.9356 1.0849
H 1.0172 2.4339 2.6745
H 2.7890 1.9013 1.1779
H 1.7336 1.2038 -0.0332
H 3.2631 -2.9702 1.6842
H 5.3495 -3.8881 0.7765
H 6.9158 -2.4311 -0.4806
H 6.3506 -0.0436 -0.8258
H 4.2743 0.8664 0.0795
H 4.2251 1.0756 3.1210
H 4.5538 1.6559 5.4962
H 2.9250 0.8837 7.1957
H 0.9748 -0.4798 6.5029
H 0.6619 -1.0613 4.1275
H -0.4335 0.5438 2.7313
H -0.6597 0.5598 1.0051
H -2.1005 -0.7768 2.6650
H -3.8067 -2.2016 3.5877
H -5.9685 -1.2544 4.3736
H -6.3702 1.1848 4.1611
H -4.6587 2.6358 3.1722
H -1.3119 1.0730 4.8263
H -0.2674 2.0140 6.8358
H 0.2383 4.4399 6.9594
H -0.3132 5.9013 5.0360
H -1.3458 4.9420 3.0128
F -5.9341 0.5272 -2.5033
C -5.4172 1.7395 -2.7403
F -5.8111 2.5411 -1.7368
F -6.0862 2.1997 -3.8392
C -3.9315 1.7408 -2.9673
C -3.4542 2.1930 -4.1851
C -2.0894 2.1971 -4.4291
C -1.2531 1.7505 -3.4155
N -1.6865 1.3311 -2.2312
C -3.0119 1.2956 -1.9815
S -3.5548 0.6825 -0.4441
H -4.1446 2.5316 -4.9454
H -1.6751 2.5264 -5.3722
H -0.1767 1.7105 -3.5547
C -1.9901 -4.5949 -4.5067
Sb -1.4848 -2.7273 -3.5816
C -1.0027 -1.7271 -5.4176
C -3.4894 -1.9695 -3.5187
H -2.6989 -4.4122 -5.3170
H -2.4230 -5.2797 -3.7796
H -1.0871 -5.0502 -4.9153
H -1.7789 -1.9130 -6.1626
H -0.0371 -2.0689 -5.7906
H -0.9263 -0.6566 -5.2262
H -3.9854 -2.2364 -4.4546
H -3.4711 -0.8853 -3.4204
H -4.0468 -2.3761 -2.6767
Te 2.4671 0.6333 -2.9297
C 3.6216 -0.0909 -4.5588
C 3.4515 0.4126 -5.8527
C 4.1986 -0.0622 -6.9216
C 5.1440 -1.0629 -6.7352
C 5.3244 -1.5773 -5.4570
C 4.5773 -1.0987 -4.3900
H 2.7147 1.1897 -6.0172
H 4.0329 0.3543 -7.9100
H 5.7235 -1.4391 -7.5703
H 6.0510 -2.3649 -5.2847
H 4.7265 -1.5153 -3.4004
O -2.7712 -3.7871 -0.7481
Cl -1.8338 -4.7430 -0.1554
O -1.2030 -5.5081 -1.1921
O -2.5289 -5.5954 0.7648
O -0.8265 -3.9572 0.5580

Orbital gap = 5.10 eV
Energy relative to the best compared isomer or geometry (same formula, charge and spin) = 14.0 kcal/mol
Total charge = -2

---

Q: The highest total charge belongs to which entry?
A: C42H43Cl2N5O3